# 1
{"formula": "C8H9FOS", "method": "ωB97M-V/def2-TZVPD", "orbital_gap_ev": 8.76, "lumo_energy_ev": 0.5058, "smiles": "OSc1ccccc1.C=CF", "homo_ev": -8.3, "symbols": ["O", "S", "C", "C", "C", "C", "C", "C", "H", "H", "H", "H", "H", "H", "C", "C", "F", "H", "H", "H"], "positions_angstrom": [[-0.7322, -2.5907, 0.8170], [-1.0759, -1.0590, 0.4811], [0.5963, -0.5284, 0.0420], [1.0156, 0.7269, 0.3266], [2.2484, 1.1497, -0.0560], [3.2219, 0.2940, -0.6329], [2.8016, -1.0078, -0.8410], [1.4775, -1.3676, -0.5619], [-0.9504, -2.8055, 1.7245], [0.2190, 1.2386, 0.9084], [2.6129, 2.1015, 0.2500], [4.2898, 0.6037, -0.7448], [3.4904, -1.7604, -1.3126], [1.2448, -2.3805, -0.8190], [-4.0335, 0.9357, 0.0472], [-2.9065, 1.5540, 0.0006], [-2.1752, 1.7749, 1.1265], [-4.5932, 0.7146, -0.8612], [-4.2862, 0.5003, 1.0064], [-2.4650, 1.9060, -0.9009]], "forces_ev_per_a": [[0.0, -2.0, -0.1], [0.8, 1.6, -0.6], [-1.1, -1.3, 0.0], [-2.1, 1.1, 1.1], [2.2, 0.2, 0.0], [-0.4, 0.2, 0.8], [0.6, -0.4, -0.9], [1.4, -1.5, -0.8], [0.1, 0.1, 0.4], [1.3, 0.7, -0.4], [-0.1, 0.9, 0.1], [-1.2, -0.2, -0.1], [-0.8, 0.8, 0.6], [-0.5, -0.4, 0.1], [-1.3, -1.4, 0.3], [1.1, 0.8, 0.2], [-0.1, 0.0, -0.5], [0.1, 0.1, 0.4], [-0.6, 0.1, -0.1], [0.6, 0.5, -0.3]]}

***

# 2
{"formula": "C3H4BrN3O2", "method": "ωB97M-V/def2-TZVPD", "orbital_gap_ev": 9.82, "lumo_energy_ev": -0.4222, "smiles": "O=[N+]([O-])[C@@]1(Br)CCN=N1", "homo_ev": -10.2, "symbols": ["O", "N", "O", "C", "Br", "C", "C", "N", "N", "H", "H", "H", "H"], "positions_angstrom": [[-1.6920, 2.5651, -0.3084], [-2.5165, 1.7058, -0.1215], [-3.7055, 1.8308, -0.1404], [-1.9571, 0.3530, 0.2248], [-3.3517, -0.9601, -0.1147], [-0.5990, 0.0713, -0.4219], [0.2967, -0.1269, 0.8166], [-0.5518, 0.1248, 1.9456], [-1.7012, 0.3740, 1.6745], [-0.2814, 0.9359, -1.0060], [-0.6312, -0.8077, -1.0607], [0.6885, -1.1408, 0.9228], [1.1393, 0.5642, 0.8698]], "forces_ev_per_a": [[0.4, 0.6, 0.0], [-0.1, -0.1, 0.0], [-0.5, 0.5, 0.0], [0.3, -1.1, -0.7], [0.5, 0.0, 0.1], [0.0, 0.0, -0.1], [0.2, -0.2, -1.0], [0.9, -0.1, 1.2], [-1.6, 0.5, 0.4], [-0.1, -0.2, 0.1], [-0.1, 0.1, 0.0], [0.0, 0.1, 0.0], [0.0, 0.0, 0.0]]}

***

# 3
{"formula": "C9H15N3O2", "method": "ωB97M-V/def2-TZVPD", "orbital_gap_ev": 8.62, "total_charge": 2, "lumo_energy_ev": -7.8432, "homo_ev": -16.5, "symbols": ["C", "C", "C", "C", "C", "C", "C", "C", "C", "N", "N", "N", "O", "O", "H", "H", "H", "H", "H", "H", "H", "H", "H", "H", "H", "H", "H", "H", "H"], "positions_angstrom": [[2.1933, 0.9510, -0.0799], [-0.3578, -0.1262, 0.9963], [-1.4246, -0.5137, 0.2261], [0.1520, 1.8835, 0.3656], [0.9458, -0.6237, 1.4171], [-2.3258, 0.5143, -0.4616], [-2.2593, 1.9056, 0.2086], [-2.9044, -2.2432, -0.4755], [3.8693, -1.5631, -0.7237], [2.0111, -0.2506, 0.3827], [1.4074, 2.0558, 0.1112], [-0.9422, 2.5138, 0.3349], [-1.6991, -1.7907, 0.1796], [2.6886, -1.3990, 0.1141], [3.0920, 1.1355, -0.5491], [1.3217, -0.0911, 2.2054], [1.0890, -1.6802, 1.4661], [-1.8883, 0.5160, -1.5211], [-3.4389, 0.2841, -0.4384], [-2.9811, 2.5331, -0.4656], [-2.5291, 1.7053, 1.3166], [-3.7565, -1.7624, -0.2012], [-2.8927, -3.2473, -0.1800], [-2.7918, -2.0708, -1.5146], [3.8620, -1.0991, -1.7248], [3.7298, -2.5933, -0.8535], [4.8315, -1.4639, -0.2566], [1.8282, 3.0233, 0.0046], [-0.8302, 3.4971, 0.1168]], "forces_ev_per_a": [[0.4, -2.1, 1.2], [0.2, 3.6, -2.4], [0.0, 0.4, 0.9], [-3.8, -7.2, 2.0], [-0.1, 0.2, -2.8], [1.0, 0.1, -0.5], [-2.0, -1.0, 0.9], [2.3, -0.5, -0.5], [-0.1, 0.5, -0.9], [-0.6, 1.0, -0.4], [1.5, 2.4, 0.3], [1.3, 2.6, -1.6], [0.1, 0.6, 0.2], [0.2, 0.7, 0.0], [1.8, 0.3, -1.4], [0.6, 0.8, 2.7], [-0.4, -0.8, 0.5], [-1.1, 0.2, 1.0], [1.6, -0.1, -0.2], [1.5, -0.5, 2.0], [-0.5, 0.8, -1.9], [-2.3, 1.4, 1.5], [-0.5, -1.5, -0.1], [0.2, -0.4, -1.2], [-0.5, 0.2, 0.6], [0.1, -1.6, -0.6], [0.1, 0.8, 0.8], [-0.3, -1.5, -0.1], [-0.8, 0.5, -0.1]]}

***

# 4
{"formula": "C45H41BCl6F6N8OPY", "method": "ωB97M-V/def2-TZVPD", "orbital_gap_ev": 4.98, "total_charge": -2, "lumo_energy_ev": 3.4098, "homo_ev": -1.6, "symbols": ["Y", "Cl", "C", "C", "C", "Cl", "C", "Cl", "C", "Cl", "C", "Cl", "C", "N", "C", "N", "C", "N", "C", "P", "C", "C", "H", "H", "H", "H", "H", "H", "H", "H", "H", "H", "H", "H", "N", "C", "C", "C", "C", "C", "C", "N", "C", "C", "C", "C", "N", "C", "C", "H", "H", "H", "H", "H", "H", "H", "H", "H", "C", "C", "C", "C", "C", "C", "C", "C", "H", "H", "H", "H", "H", "F", "B", "F", "F", "F", "Cl", "C", "C", "C", "C", "C", "C", "C", "H", "H", "H", "H", "H", "H", "F", "C", "F", "H", "N", "C", "N", "C", "C", "O", "C", "C", "H", "H", "H", "H", "H", "H", "H", "H"], "positions_angstrom": [[-0.9341, -0.7020, 1.1630], [-0.5084, -4.7987, 2.4396], [-2.1119, -4.2324, 2.0694], [-2.2600, -2.9468, 1.5691], [-3.5466, -2.6295, 1.2003], [-3.7949, -1.0590, 0.3964], [-4.6635, -3.4429, 1.3505], [-6.2448, -2.9418, 0.8617], [-4.4686, -4.7007, 1.9107], [-5.8158, -5.7615, 2.1516], [-3.1808, -5.1053, 2.2604], [-2.9392, -6.6869, 2.9237], [3.6215, -3.7669, -1.8198], [3.5350, -2.3097, -1.8821], [4.6600, -1.7437, -1.1491], [4.7768, -2.2114, 0.2305], [4.8240, -3.6700, 0.2162], [3.7073, -4.3116, -0.4643], [2.4497, -4.1002, 0.2703], [1.9715, -2.3100, 0.4602], [2.2529, -1.8481, -1.3248], [3.6503, -1.7304, 1.0431], [4.5234, -4.0759, -2.3596], [2.7473, -4.1919, -2.3162], [4.5688, -0.6545, -1.1443], [5.5817, -2.0171, -1.6745], [4.8634, -4.0308, 1.2474], [5.7461, -3.9685, -0.2949], [2.5404, -4.5512, 1.2631], [1.6339, -4.6112, -0.2419], [2.1924, -0.7595, -1.4025], [1.4466, -2.2622, -1.9298], [3.8139, -2.0564, 2.0730], [3.6461, -0.6381, 1.0509], [-2.8323, 1.7050, -6.1802], [-2.8671, 2.5367, -7.2727], [-3.5445, 2.4795, -8.4841], [-3.3365, 3.5260, -9.3651], [-2.4809, 4.5898, -9.0463], [-1.8085, 4.6386, -7.8391], [-2.0047, 3.5950, -6.9371], [-1.4724, 3.3970, -5.6801], [-1.9826, 2.2693, -5.2593], [-1.7311, 1.6481, -3.9572], [-2.3143, 0.4419, -3.5946], [-2.0619, -0.0811, -2.3370], [-1.2818, 0.5174, -1.4406], [-0.7120, 1.6706, -1.7951], [-0.9024, 2.2692, -3.0288], [-3.3244, 0.8379, -6.0647], [-4.2043, 1.6574, -8.7303], [-3.8445, 3.5233, -10.3211], [-2.3470, 5.3879, -9.7656], [-1.1468, 5.4571, -7.5880], [-2.9553, -0.1254, -4.2572], [-2.5112, -1.0205, -2.0478], [-0.0745, 2.1210, -1.0435], [-0.4206, 3.2063, -3.2697], [1.1069, 0.7698, 0.7315], [2.0767, 1.4799, 0.4892], [3.2301, 2.2454, 0.1332], [4.0299, 2.8633, 1.1042], [5.1513, 3.5928, 0.7444], [5.5083, 3.7254, -0.5918], [4.7291, 3.1138, -1.5654], [3.6060, 2.3835, -1.2106], [3.7558, 2.7482, 2.1452], [5.7568, 4.0563, 1.5147], [6.3875, 4.2932, -0.8706], [4.9997, 3.2009, -2.6111], [3.0038, 1.8991, -1.9695], [-0.8001, -2.0537, -0.7707], [-1.1175, -3.1471, -1.7072], [-0.4971, -4.2942, -1.2473], [-0.6087, -2.7610, -2.9510], [-2.4985, -3.2687, -1.7664], [0.8688, -5.7365, 6.9437], [0.7753, -4.3365, 5.8871], [1.7922, -4.0802, 4.9836], [1.7105, -2.9729, 4.1576], [0.6193, -2.0749, 4.1788], [0.5329, -0.9380, 3.2942], [-0.3770, -2.3734, 5.1371], [-0.3100, -3.4783, 5.9657], [2.6467, -4.7442, 4.9271], [2.5240, -2.7836, 3.4690], [1.5034, -0.6371, 2.9035], [0.0373, -0.1033, 3.7879], [-1.2283, -1.7099, 5.2268], [-1.1031, -3.6753, 6.6768], [-3.7980, 0.4218, 2.9877], [-2.4855, -0.1040, 3.1891], [-1.9356, 0.9131, 4.0543], [-2.6635, -0.9337, 3.8879], [-1.7467, 1.7088, 1.1300], [-1.8487, 2.5719, 1.8873], [-1.9796, 3.5655, 2.7422], [-3.0963, 3.5841, 3.6854], [-3.3840, 5.0347, 4.0143], [-2.2287, 5.6867, 4.5260], [-1.1575, 5.6543, 3.5970], [-0.7783, 4.2295, 3.2392], [-2.8236, 3.0296, 4.5867], [-3.9502, 3.0804, 3.2362], [-4.1450, 5.1057, 4.7907], [-3.7371, 5.5606, 3.1170], [-0.3212, 6.1691, 4.0690], [-1.4412, 6.1951, 2.6839], [-0.4069, 3.7015, 4.1246], [-0.0077, 4.2015, 2.4696]], "forces_ev_per_a": [[0.4, -0.1, 0.7], [0.0, 0.0, 0.0], [0.0, 0.1, -0.1], [0.0, 0.3, 0.0], [-0.2, 0.1, -0.1], [0.0, -0.1, 0.0], [0.1, -0.1, 0.1], [-0.1, 0.0, 0.0], [0.0, 0.0, 0.0], [0.0, 0.0, 0.0], [0.0, 0.0, 0.0], [0.0, 0.0, 0.0], [0.0, 0.0, 0.0], [0.0, 0.0, 0.0], [0.0, 0.0, 0.0], [0.0, 0.0, 0.0], [0.0, 0.0, 0.0], [0.0, 0.0, -0.1], [0.0, 0.0, 0.0], [0.0, 0.1, -0.1], [0.0, -0.1, 0.0], [-0.1, 0.0, 0.1], [0.0, 0.0, 0.0], [0.0, 0.0, 0.0], [0.0, 0.0, 0.0], [0.0, 0.0, 0.0], [0.0, 0.0, 0.0], [0.0, 0.0, 0.0], [0.0, 0.0, 0.0], [0.0, 0.0, 0.0], [0.0, 0.0, 0.0], [0.0, 0.0, 0.0], [0.0, 0.0, 0.0], [0.0, 0.0, 0.0], [0.0, -0.1, 0.1], [0.1, 0.1, 0.0], [0.0, 0.0, 0.0], [0.0, 0.0, 0.0], [0.0, 0.0, 0.0], [0.0, 0.0, 0.0], [-0.1, 0.0, -0.1], [0.0, 0.0, 0.1], [0.0, 0.1, -0.2], [0.0, -0.1, 0.2], [0.0, 0.0, 0.0], [0.0, 0.0, 0.0], [0.0, 0.0, -0.1], [0.0, 0.0, 0.1], [0.0, 0.0, 0.0], [0.0, 0.0, 0.0], [0.0, 0.0, 0.0], [0.0, 0.0, 0.0], [0.0, 0.0, 0.0], [0.0, 0.0, 0.0], [0.0, 0.0, 0.0], [0.0, 0.0, 0.0], [0.0, 0.0, 0.0], [0.0, 0.0, 0.0], [-0.2, 0.0, -0.1], [0.0, 0.0, 0.0], [0.0, 0.0, 0.0], [0.0, 0.0, 0.0], [0.0, 0.0, 0.0], [0.0, 0.0, 0.0], [0.0, 0.0, 0.0], [0.0, 0.0, 0.0], [0.0, 0.0, 0.0], [0.0, 0.0, 0.0], [0.0, 0.0, 0.0], [0.0, 0.0, 0.0], [0.0, 0.0, 0.0], [-0.1, -0.2, -0.2], [0.1, 0.0, 0.1], [0.0, 0.0, 0.0], [0.0, 0.0, -0.1], [-0.1, 0.0, 0.0], [0.0, 0.0, 0.0], [0.0, 0.0, -0.1], [0.0, 0.0, 0.0], [0.0, 0.0, 0.0], [0.0, -0.2, 0.1], [-0.1, 0.0, -0.1], [0.0, 0.0, 0.0], [0.0, 0.0, 0.0], [0.0, 0.0, 0.0], [0.0, 0.0, 0.0], [0.0, 0.0, 0.0], [0.1, 0.2, 0.0], [0.0, 0.0, 0.0], [0.0, 0.0, 0.0], [0.0, 0.0, 0.0], [0.0, -0.2, -0.1], [0.1, 0.0, 0.0], [-0.1, 0.0, 0.0], [0.0, 0.2, -0.1], [0.0, -0.3, 0.1], [0.0, 0.3, -0.2], [0.0, -0.1, 0.1], [0.0, 0.0, 0.0], [0.0, 0.0, 0.0], [0.0, 0.0, 0.0], [0.0, 0.0, 0.1], [0.0, 0.0, 0.0], [0.0, 0.0, 0.0], [0.0, 0.0, 0.0], [0.0, 0.0, 0.0], [0.0, 0.0, 0.0], [0.0, 0.0, 0.0], [0.0, 0.0, 0.0], [0.0, 0.0, 0.0]]}